a.
{
  "formula": "C38H28BBrF6N8O5SbTi",
  "method": "ωB97M-V with the def2-TZVPD basis set",
  "spin_multiplicity": 1,
  "charge": -1,
  "symbols": ["O", "H", "C", "F", "H", "C", "Br", "Ti", "N", "O", "F", "C", "H", "C", "C", "H", "F", "F", "C", "C", "C", "C", "N", "H", "C", "C", "H", "H", "H", "C", "C", "C", "C", "O", "C", "H", "C", "H", "C", "H", "C", "H", "H", "H", "C", "C", "H", "O", "N", "C", "C", "C", "C", "C", "N", "H", "H", "H", "H", "H", "H", "H", "Sb", "C", "N", "F", "O", "C", "C", "H", "C", "C", "H", "C", "H", "C", "H", "C", "N", "H", "C", "H", "B", "F", "N", "C", "N", "C", "C"],
  "positions_angstrom": [[2.937, 6.502, 4.757], [3.478, -0.971, 5.217], [-1.799, -0.597, 1.641], [3.287, 5.315, -3.463], [2.773, -3.397, 0.753], [-0.440, -3.146, -1.989], [-5.688, -4.280, 0.276], [1.142, 0.279, 0.652], [3.830, 5.995, 4.099], [0.046, 0.643, -0.720], [0.893, 4.077, -3.284], [-1.952, -2.514, -3.727], [-0.133, 3.227, 3.108], [-4.928, -1.883, -1.059], [0.627, 2.686, 2.528], [5.499, 4.692, 2.479], [1.892, 5.352, -1.145], [3.123, 2.621, -3.461], [-2.213, 1.204, -3.492], [-4.506, 0.123, 2.132], [-2.533, -0.076, -3.854], [-2.308, -2.835, 2.518], [-3.561, -0.211, -4.846], [-4.313, -0.082, -2.022], [2.203, -0.471, 3.469], [-4.055, -1.114, 2.490], [-4.719, -1.827, 2.965], [0.911, -2.646, 1.598], [-1.323, -4.527, -3.404], [3.253, -1.057, 4.169], [-0.424, -0.984, 1.465], [2.947, 2.554, 1.749], [-1.323, 1.457, -2.435], [4.962, 6.441, 4.033], [3.943, -1.773, 3.206], [-1.691, 1.359, 0.720], [4.519, 4.240, 2.487], [-2.577, -2.745, -4.580], [-1.839, -1.177, -3.280], [-3.030, -3.526, 2.941], [-5.350, -3.191, -1.240], [-5.436, -3.298, -4.611], [-5.894, -4.734, -2.626], [-1.073, 2.468, -2.141], [-5.543, -3.719, -2.505], [-1.259, -3.496, -3.085], [-0.711, -4.240, 2.441], [2.706, 1.512, 1.067], [2.456, -0.645, -0.700], [-2.720, -1.513, 2.225], [-0.749, 0.409, -1.763], [-5.284, -2.921, -3.607], [-4.801, -1.630, -3.444], [-4.658, -1.097, -2.167], [3.338, -1.605, 2.025], [1.414, 0.173, 3.821], [1.480, 4.807, 3.910], [-5.530, 0.415, 2.333], [0.110, -3.915, -1.453], [3.832, -0.865, -3.660], [4.707, -2.867, 0.783], [-4.791, -1.483, -0.064], [2.528, 4.016, -2.325], [3.510, 4.826, 3.288], [-4.560, -0.915, -4.668], [1.756, 2.706, -1.178], [0.239, 1.685, 1.897], [-3.632, 1.007, 1.464], [2.539, -0.248, -1.980], [-3.994, 1.972, 1.131], [1.944, 3.187, 2.546], [4.015, -1.831, -1.671], [1.942, 0.572, -2.338], [3.512, -0.978, -2.640], [4.794, -2.574, -1.717], [-0.097, -2.287, 1.752], [4.814, -2.401, 3.276], [-0.957, -0.934, -2.204], [3.381, -1.613, -0.518], [-2.695, 2.027, -4.005], [2.243, 4.329, 3.311], [4.990, 2.696, 1.088], [3.565, -2.479, 0.759], [4.132, 3.898, -1.324], [-0.279, -1.922, -1.571], [-2.331, 0.660, 1.232], [2.268, -0.810, 2.181], [4.249, 3.141, 1.736], [-1.032, -3.223, 2.247]]
}

=====

b.
{
  "formula": "C38H28BBrF6N8O5SbTi",
  "method": "ωB97M-V with the def2-TZVPD basis set",
  "spin_multiplicity": 1,
  "charge": -1,
  "symbols": ["C", "N", "C", "H", "H", "F", "C", "N", "O", "O", "C", "C", "H", "C", "C", "H", "C", "C", "F", "H", "B", "C", "F", "N", "C", "C", "C", "N", "C", "C", "H", "F", "C", "C", "H", "H", "C", "F", "H", "H", "C", "H", "H", "F", "N", "N", "Ti", "H", "H", "H", "C", "C", "C", "C", "O", "H", "C", "C", "C", "C", "C", "C", "H", "C", "C", "H", "H", "C", "H", "H", "H", "Br", "N", "H", "H", "Sb", "C", "C", "C", "C", "O", "O", "H", "H", "C", "N", "H", "C", "H"],
  "positions_angstrom": [[0.464, 2.052, 3.308], [1.782, 4.060, 5.088], [2.846, -4.822, -0.119], [-1.279, -1.211, 2.552], [-1.586, -5.470, 2.112], [4.126, 0.563, -2.071], [2.428, 0.063, 2.944], [1.912, -2.840, -0.212], [-6.873, -3.893, -1.673], [1.449, -0.493, 0.878], [-0.984, -3.239, -2.290], [-3.769, -1.555, -0.428], [-3.389, 2.480, -4.790], [0.191, 3.455, -2.099], [-2.460, -1.855, -0.880], [-2.455, 3.641, 2.625], [2.456, 0.913, 4.063], [-3.383, -3.721, -2.162], [2.210, 0.990, -3.917], [0.208, 7.100, 2.085], [0.301, -4.823, 0.153], [-0.635, 1.159, -2.334], [4.461, -1.892, -3.002], [1.769, 2.842, 5.290], [1.759, 4.591, 3.755], [-4.832, -2.316, -0.828], [-0.623, 2.941, 3.467], [-0.484, -3.950, 1.175], [-2.288, -2.959, -1.754], [1.205, 2.996, -1.317], [-3.893, -0.718, 0.244], [2.463, -1.535, -4.731], [-1.867, -3.353, 2.795], [-1.613, 2.969, 2.528], [-1.841, 4.060, -3.705], [3.312, 3.345, 2.937], [2.628, 4.163, 2.755], [4.626, 0.158, -4.729], [2.078, 1.331, -0.307], [0.494, -5.902, 0.656], [-2.462, 0.737, -3.894], [4.929, -4.101, -0.326], [-0.343, -4.951, -0.869], [2.068, -1.076, -2.154], [-5.781, -4.189, -2.125], [-0.575, 1.217, 1.283], [0.443, -1.218, -0.486], [-2.301, 2.093, 0.657], [3.283, 4.447, 0.736], [3.182, -0.700, 2.806], [1.728, 5.819, 1.283], [3.230, -2.678, -0.303], [-4.633, -3.399, -1.698], [-1.767, 2.995, -3.512], [-1.469, -1.133, -0.492], [-5.833, -2.102, -0.483], [-1.536, 2.086, 1.428], [1.445, 0.209, 1.990], [1.559, 1.939, 4.206], [0.417, 1.186, 2.198], [3.874, -3.910, -0.255], [2.616, 4.782, 1.518], [-3.253, -4.559, -2.835], [0.881, 6.277, 2.278], [-1.377, -4.415, 2.058], [-0.898, -4.058, -3.013], [0.108, 4.507, -2.351], [-1.194, -2.247, 2.276], [0.280, 6.022, 4.326], [-0.669, 3.585, 4.337], [-1.365, -0.779, -2.927], [1.687, 6.634, -0.426], [-0.361, -2.615, 1.304], [1.967, 3.674, -0.956], [3.245, 0.815, 4.798], [3.350, -0.440, -3.478], [-0.746, 2.543, -2.637], [0.352, 0.708, -1.396], [-1.503, 0.283, -3.036], [-2.619, 2.121, -4.118], [-5.598, -5.067, -2.948], [0.024, -2.572, -2.048], [2.860, -5.893, -0.019], [-2.584, -3.379, 3.596], [0.919, 5.672, 3.525], [1.678, -4.166, -0.099], [3.653, -1.693, -0.406], [1.267, 1.633, -0.957], [-3.093, 0.031, -4.421]]
}

=====

a ends up most stable, edging out the next structure by 67.2 kJ/mol.

=====

a.
{
  "formula": "C4H8N2",
  "method": "ωB97M-V with the def2-TZVPD basis set",
  "spin_multiplicity": 1,
  "charge": 0,
  "symbols": ["H", "H", "H", "C", "H", "C", "H", "C", "C", "H", "H", "N", "H", "N"],
  "positions_angstrom": [[-2.236, -0.137, 1.628], [-2.011, -0.468, -1.259], [0.809, 0.826, 1.082], [-1.916, 0.159, -0.368], [1.268, 1.272, -1.142], [1.542, 0.271, -0.823], [2.339, -0.214, -1.377], [-0.637, 0.269, 0.387], [0.533, -0.539, -0.121], [2.437, -0.364, 1.038], [-2.587, 1.019, -0.371], [1.638, 0.130, 0.642], [0.556, -1.627, -0.186], [-1.735, -0.597, 0.870]]
}

=====

b.
{
  "formula": "C4H8N2",
  "method": "ωB97M-V with the def2-TZVPD basis set",
  "spin_multiplicity": 1,
  "charge": 0,
  "symbols": ["C", "H", "C", "H", "N", "H", "H", "H", "C", "H", "H", "C", "H", "N"],
  "positions_angstrom": [[0.482, -0.381, 1.574], [0.887, -1.391, 1.671], [-0.195, -0.790, -2.041], [1.302, 0.347, 1.607], [-0.229, -0.261, 0.305], [-1.647, 0.850, -0.740], [0.808, 1.065, -1.001], [-1.463, 1.229, 1.063], [-1.034, 0.813, 0.156], [0.196, 1.621, -0.602], [-0.208, -0.191, 2.398], [0.505, -0.615, -0.803], [1.330, -1.299, -0.627], [-0.750, -0.890, -3.055]]
}

=====

b ends up most stable, edging out the next structure by 135.7 kJ/mol.

=====

a.
{
  "formula": "C4H8N2",
  "method": "ωB97M-V with the def2-TZVPD basis set",
  "spin_multiplicity": 1,
  "charge": 0,
  "smiles": "C=NN1C[C@@H]1C",
  "symbols": ["H", "H", "C", "C", "H", "H", "H", "C", "N", "N", "H", "C", "H", "H"],
  "positions_angstrom": [[2.417, 0.101, -1.052], [1.693, -1.843, -0.675], [0.050, 1.160, 0.021], [0.844, -0.034, 0.455], [-3.522, -0.800, 0.337], [0.627, -0.263, 1.514], [-0.692, 1.657, 0.666], [-2.614, -0.271, -0.101], [-1.445, -0.819, 0.122], [-0.262, -0.193, -0.428], [0.566, 1.877, -0.731], [2.008, -0.657, -0.191], [-2.619, 0.741, -0.654], [2.950, -0.656, 0.716]]
}

=====

b.
{
  "formula": "C4H8N2",
  "method": "ωB97M-V with the def2-TZVPD basis set",
  "spin_multiplicity": 1,
  "charge": 0,
  "smiles": "CC[C@@H](N)C#N",
  "symbols": ["C", "H", "C", "H", "H", "H", "N", "N", "H", "C", "H", "H", "H", "C"],
  "positions_angstrom": [[1.342, -0.733, 0.966], [0.957, 1.235, 0.162], [-0.390, -0.824, -1.339], [2.123, -0.427, 1.668], [-0.004, 0.861, 1.586], [-1.505, -0.527, 0.393], [-1.484, 1.262, -0.654], [-0.088, -1.488, -2.238], [-2.315, 1.029, -1.190], [-0.800, 0.056, -0.212], [-0.875, 1.793, -1.271], [0.806, -1.580, 1.410], [1.829, -1.090, 0.053], [0.404, 0.431, 0.665]]
}

=====

b ends up most stable, edging out the next structure by 423.1 kJ/mol.

=====

a.
{
  "formula": "C4H8N2",
  "method": "ωB97M-V with the def2-TZVPD basis set",
  "spin_multiplicity": 1,
  "charge": 0,
  "smiles": "CCNCC#N",
  "symbols": ["N", "N", "C", "H", "H", "H", "C", "H", "H", "C", "H", "H", "C", "H"],
  "positions_angstrom": [[-2.967, -0.219, 1.681], [-0.203, -0.699, -0.306], [0.523, 0.258, 0.454], [2.395, -0.133, -0.600], [0.249, -0.926, -1.184], [-0.003, 1.352, 0.006], [2.038, 0.041, 0.424], [-1.221, 1.078, -0.524], [-2.012, -0.679, -1.343], [-2.335, -0.268, 0.713], [2.515, 0.944, 0.802], [2.398, -0.801, 1.039], [-1.508, -0.171, -0.498], [0.126, 0.296, 1.475]]
}

=====

b.
{
  "formula": "C4H8N2",
  "method": "ωB97M-V with the def2-TZVPD basis set",
  "spin_multiplicity": 1,
  "charge": 0,
  "symbols": ["H", "H", "C", "C", "H", "C", "H", "H", "C", "N", "H", "H", "N", "H"],
  "positions_angstrom": [[2.189, -1.059, 0.335], [0.688, 0.277, 1.731], [-2.513, -0.428, 0.104], [0.806, 0.573, 0.664], [-2.261, 0.867, -1.574], [2.153, 0.029, 0.205], [-2.042, -0.885, -1.943], [2.302, 0.277, -0.844], [-1.923, -0.091, -1.157], [-2.679, -0.649, 1.226], [-0.178, -1.013, -0.080], [2.974, 0.470, 0.781], [-0.344, -0.028, -0.092], [0.830, 1.659, 0.645]]
}

=====

c.
{
  "formula": "C4H8N2",
  "method": "ωB97M-V with the def2-TZVPD basis set",
  "spin_multiplicity": 1,
  "charge": 0,
  "smiles": "C=NN1C[C@@H]1C",
  "symbols": ["C", "N", "H", "H", "H", "N", "H", "H", "C", "C", "H", "H", "H", "C"],
  "positions_angstrom": [[-2.574, -0.224, -0.060], [-0.353, -0.286, -0.530], [2.251, -0.216, -1.194], [-0.703, 1.510, 0.748], [-3.509, -0.658, 0.344], [-1.477, -0.914, -0.031], [2.898, -0.026, 0.467], [-2.626, 0.812, -0.438], [2.135, -0.528, -0.148], [0.762, -0.140, 0.366], [0.544, -0.557, 1.345], [0.397, 1.762, -0.713], [2.290, -1.587, -0.135], [-0.034, 1.053, -0.020]]
}

=====

d.
{
  "formula": "C4H8N2",
  "method": "ωB97M-V with the def2-TZVPD basis set",
  "spin_multiplicity": 1,
  "charge": 0,
  "smiles": "CC(C)(N)C#N",
  "symbols": ["H", "C", "H", "N", "H", "C", "H", "C", "H", "H", "C", "H", "N", "H"],
  "positions_angstrom": [[-0.909, 0.947, -1.676], [-0.027, -0.083, 0.072], [-1.793, 1.026, -0.130], [-1.054, -0.385, 2.538], [-1.357, -1.461, -0.650], [1.500, 0.091, 0.024], [1.966, -0.614, 0.717], [-0.552, -0.180, 1.510], [-0.359, 2.041, -0.394], [1.806, 1.105, 0.291], [-0.807, 1.063, -0.590], [1.885, -0.124, -0.981], [-0.350, -1.323, -0.623], [0.049, -2.103, -0.109]]
}

=====

d ends up most stable, edging out the next structure by 165.1 kJ/mol.